[1]
{
  "formula": "CH5N4O2",
  "method": "ωB97M-V/def2-TZVPD",
  "e_lumo_ha": -0.124,
  "orbital_gap_ev": 12.01,
  "e_tot_ev": -11163.706,
  "relative_energy_kj_mol": 90.35,
  "charge": 1,
  "symbols": ["C", "N", "N", "N", "N", "O", "O", "H", "H", "H", "H", "H"],
  "positions_angstrom": [[-0.26, -0.40, -0.06], [-4.30, 0.08, 0.04], [0.87, -0.99, 0.22], [-0.41, 0.90, -0.11], [-3.20, 0.19, 0.06], [-5.44, -0.01, 0.01], [0.64, 1.72, 0.26], [1.69, -0.44, 0.45], [0.94, -2.00, 0.22], [-1.35, 1.29, -0.16], [-1.15, -0.98, -0.27], [0.71, 2.46, -0.36]]
}

***

[2]
{
  "formula": "C50H133N11O14",
  "method": "ωB97M-V/def2-TZVPD",
  "e_lumo_ha": 0.008,
  "orbital_gap_ev": 8.76,
  "e_tot_ev": -99049.094,
  "relative_energy_kj_mol": 470.29,
  "symbols": ["C", "O", "C", "C", "N", "C", "C", "O", "C", "H", "H", "H", "H", "H", "H", "H", "H", "H", "H", "H", "H", "H", "H", "H", "C", "O", "C", "C", "N", "C", "C", "O", "C", "H", "H", "H", "H", "H", "H", "H", "H", "H", "H", "H", "H", "H", "H", "H", "C", "O", "C", "C", "N", "C", "C", "O", "C", "H", "H", "H", "H", "H", "H", "H", "H", "H", "H", "H", "H", "H", "H", "H", "C", "C", "C", "O", "C", "N", "H", "H", "H", "H", "H", "H", "H", "H", "H", "H", "H", "C", "C", "C", "O", "C", "N", "H", "H", "H", "H", "H", "H", "H", "H", "H", "H", "H", "C", "C", "C", "O", "C", "N", "H", "H", "H", "H", "H", "H", "H", "H", "H", "H", "H", "C", "C", "C", "O", "C", "N", "H", "H", "H", "H", "H", "H", "H", "H", "H", "H", "H", "C", "C", "C", "O", "C", "N", "H", "H", "H", "H", "H", "H", "H", "H", "H", "H", "H", "C", "C", "C", "O", "C", "N", "H", "H", "H", "H", "H", "H", "H", "H", "H", "H", "H", "C", "C", "C", "O", "C", "N", "H", "H", "H", "H", "H", "H", "H", "H", "H", "H", "H", "C", "C", "C", "O", "C", "N", "H", "H", "H", "H", "H", "H", "H", "H", "H", "H", "H"],
  "positions_angstrom": [[-4.47, 10.42, 3.32], [-5.35, 10.65, 2.23], [-5.17, 11.95, 1.54], [-6.16, 12.00, 0.38], [-5.91, 13.12, -0.51], [-4.67, 12.92, -1.36], [-4.45, 14.23, -2.10], [-4.55, 15.33, -1.27], [-3.77, 16.51, -1.68], [-4.91, 9.58, 3.86], [-4.32, 11.23, 4.03], [-3.52, 9.96, 3.02], [-4.17, 12.18, 1.18], [-5.46, 12.70, 2.28], [-7.18, 12.14, 0.75], [-6.16, 11.07, -0.20], [-5.58, 13.83, 0.14], [-4.75, 12.12, -2.10], [-3.75, 12.66, -0.84], [-5.15, 14.24, -2.94], [-3.45, 14.26, -2.53], [-3.88, 17.22, -0.87], [-4.19, 16.87, -2.62], [-2.71, 16.33, -1.83], [1.31, 26.91, 1.41], [1.29, 25.75, 0.48], [0.06, 25.62, -0.21], [-0.01, 24.52, -1.32], [1.10, 24.55, -2.27], [1.20, 23.26, -2.97], [2.39, 23.28, -3.89], [3.54, 23.52, -3.19], [4.62, 23.93, -4.03], [0.50, 26.90, 2.14], [1.29, 27.87, 0.89], [2.22, 26.82, 2.00], [-0.23, 26.54, -0.70], [-0.80, 25.35, 0.40], [-0.97, 24.73, -1.79], [-0.11, 23.56, -0.82], [1.94, 24.84, -1.78], [0.30, 23.08, -3.55], [1.31, 22.53, -2.17], [2.26, 23.87, -4.80], [2.36, 22.26, -4.27], [5.14, 23.06, -4.41], [5.33, 24.51, -3.44], [4.41, 24.65, -4.83], [-10.77, 8.74, -5.41], [-10.57, 7.91, -6.54], [-9.20, 7.55, -6.84], [-9.07, 6.83, -8.18], [-8.81, 7.77, -9.21], [-9.99, 8.70, -9.36], [-9.80, 9.70, -10.52], [-9.18, 10.94, -10.09], [-7.88, 10.85, -9.56], [-10.34, 8.34, -4.49], [-11.85, 8.86, -5.33], [-10.35, 9.74, -5.58], [-9.01, 6.77, -6.11], [-8.45, 8.33, -6.67], [-10.00, 6.31, -8.42], [-8.37, 6.01, -8.04], [-8.70, 7.27, -10.08], [-10.23, 9.27, -8.46], [-10.88, 8.10, -9.47], [-10.80, 9.93, -10.88], [-9.29, 9.21, -11.35], [-7.52, 11.82, -9.21], [-7.16, 10.60, -10.33], [-7.87, 10.24, -8.65], [-10.53, 13.80, 7.03], [-10.18, 14.96, 8.04], [-10.46, 14.59, 9.51], [-11.87, 14.65, 9.75], [-12.54, 15.93, 9.86], [-8.76, 15.26, 7.96], [-9.94, 12.90, 7.19], [-10.53, 14.06, 5.97], [-11.53, 13.46, 7.29], [-10.76, 15.83, 7.74], [-9.89, 15.20, 10.20], [-10.14, 13.56, 9.68], [-13.51, 15.74, 10.32], [-12.62, 16.44, 8.91], [-11.92, 16.55, 10.51], [-8.58, 16.12, 8.47], [-8.46, 15.44, 7.01], [-7.54, 5.55, 9.63], [-7.65, 6.15, 11.03], [-7.61, 7.66, 11.02], [-6.41, 8.13, 10.47], [-6.18, 9.57, 10.59], [-8.80, 5.61, 11.63], [-6.60, 5.93, 9.23], [-8.36, 5.86, 8.99], [-7.44, 4.46, 9.59], [-6.73, 5.86, 11.55], [-7.65, 7.92, 12.08], [-8.39, 8.15, 10.43], [-6.34, 10.04, 11.55], [-6.80, 10.03, 9.82], [-5.12, 9.70, 10.37], [-8.93, 6.10, 12.51], [-9.70, 5.82, 11.22], [-9.87, 19.07, -3.74], [-10.14, 17.68, -3.17], [-10.20, 16.64, -4.29], [-11.48, 16.75, -4.89], [-11.62, 15.85, -6.02], [-9.24, 17.45, -2.06], [-8.93, 19.12, -4.29], [-9.84, 19.93, -3.07], [-10.70, 19.20, -4.44], [-11.13, 17.64, -2.71], [-10.04, 15.60, -3.99], [-9.37, 16.90, -4.96], [-12.54, 15.96, -6.59], [-11.47, 14.80, -5.78], [-10.90, 16.14, -6.78], [-8.28, 17.59, -2.35], [-9.29, 16.47, -1.82], [-9.82, 0.95, -0.53], [-10.76, 2.13, -0.35], [-10.19, 3.28, 0.54], [-11.23, 4.19, 0.99], [-10.65, 5.18, 1.81], [-10.94, 2.61, -1.69], [-9.83, 0.39, 0.40], [-8.81, 1.34, -0.66], [-10.07, 0.25, -1.33], [-11.73, 1.81, 0.02], [-9.45, 3.86, -0.02], [-9.68, 2.74, 1.33], [-9.86, 4.93, 2.51], [-11.41, 5.78, 2.31], [-10.09, 5.90, 1.21], [-11.72, 3.26, -1.79], [-11.21, 1.87, -2.33], [-3.27, 18.59, 3.47], [-3.57, 17.17, 3.80], [-2.84, 16.60, 5.04], [-1.42, 16.51, 4.76], [-1.08, 15.35, 4.03], [-5.08, 17.08, 3.89], [-3.84, 18.85, 2.58], [-2.23, 18.84, 3.27], [-3.63, 19.19, 4.30], [-3.25, 16.59, 2.93], [-3.20, 15.64, 5.40], [-2.96, 17.28, 5.89], [-1.35, 14.42, 4.51], [0.00, 15.38, 3.92], [-1.45, 15.46, 3.01], [-5.42, 17.70, 4.61], [-5.58, 17.24, 3.03], [4.44, 9.40, 5.56], [4.92, 7.95, 5.65], [3.97, 6.86, 5.23], [2.79, 6.87, 6.08], [1.81, 5.89, 5.68], [6.08, 7.88, 4.82], [4.43, 9.73, 4.52], [5.14, 10.07, 6.06], [3.46, 9.60, 5.99], [5.19, 7.76, 6.69], [4.41, 5.86, 5.26], [3.89, 7.00, 4.15], [0.92, 6.06, 6.29], [2.24, 4.93, 5.96], [1.46, 5.86, 4.65], [6.53, 6.98, 4.91], [5.89, 7.99, 3.84], [2.70, 14.03, -1.73], [3.03, 12.55, -1.88], [1.71, 11.72, -2.12], [0.98, 11.52, -0.88], [1.39, 10.35, -0.21], [3.96, 12.28, -2.94], [2.24, 14.44, -2.63], [3.63, 14.56, -1.57], [1.94, 14.25, -0.98], [3.49, 12.17, -0.97], [1.93, 10.74, -2.52], [1.10, 12.08, -2.95], [1.06, 9.45, -0.73], [0.90, 10.41, 0.76], [2.46, 10.34, 0.02], [4.86, 12.49, -2.54], [3.89, 11.28, -3.04], [-0.83, 4.44, -5.31], [-2.13, 3.66, -4.94], [-3.25, 4.48, -4.32], [-2.74, 5.02, -3.07], [-3.65, 5.81, -2.31], [-2.50, 3.05, -6.18], [0.05, 3.80, -5.22], [-0.65, 5.26, -4.62], [-0.79, 4.88, -6.31], [-1.85, 2.80, -4.33], [-4.08, 3.79, -4.20], [-3.59, 5.23, -5.03], [-3.16, 6.12, -1.39], [-4.60, 5.34, -2.03], [-3.99, 6.68, -2.88], [-2.64, 3.82, -6.82], [-1.67, 2.59, -6.53]]
}

***

[3]
{
  "formula": "C2H4INO",
  "method": "ωB97M-V/def2-TZVPD",
  "e_lumo_ha": [-0.017, -0.017],
  "orbital_gap_ev": [8.61, 8.61],
  "e_tot_ev": -13773.313,
  "relative_energy_kj_mol": 299.96,
  "symbols": ["C", "C", "N", "O", "I", "H", "H", "H", "H"],
  "positions_angstrom": [[0.52, -0.38, -0.04], [-0.20, 0.77, -0.20], [-0.04, -1.48, -0.27], [-1.52, 0.82, -0.48], [2.58, 0.18, 0.31], [0.23, 1.75, -0.26], [-0.02, 0.80, 1.59], [0.35, -2.34, 0.04], [-1.92, -0.12, -0.69]]
}

***

[4]
{
  "formula": "C7H9NO2Pb",
  "method": "ωB97M-V/def2-TZVPD",
  "e_lumo_ha": -0.417,
  "orbital_gap_ev": 6.17,
  "e_tot_ev": -18214.447,
  "relative_energy_kj_mol": 97.42,
  "charge": 2,
  "symbols": ["Pb", "C", "H", "H", "H", "H", "H", "O", "C", "O", "C", "C", "C", "C", "C", "N", "H", "H", "H", "H"],
  "positions_angstrom": [[1.14, 1.27, -0.16], [2.27, 3.01, 0.19], [1.52, 3.77, 0.04], [2.68, 2.93, 1.17], [2.97, 2.88, -0.63], [2.75, 0.28, -0.75], [2.77, 0.08, 0.12], [-1.72, 0.59, 2.72], [-0.90, 0.61, 1.78], [0.02, 1.51, 1.78], [-1.05, -0.44, 0.64], [-2.07, -1.41, 0.64], [-2.14, -2.31, -0.44], [-1.26, -2.30, -1.52], [-0.25, -1.34, -1.52], [-0.26, -0.49, -0.43], [-2.73, -1.41, 1.45], [-2.93, -3.04, -0.42], [-1.31, -2.96, -2.33], [0.51, -1.23, -2.31]]
}